Entry w
Formula: C5H7NO
Source: the OMol25 dataset
Level of theory: ωB97M-V with the def2-TZVPD basis set

The spin multiplicity is 3. As for the HOMO-LUMO gap (alpha / beta): 6.1 / 8.9 eV. The calculation puts the molar mass at 97.117 g/mol.

Atoms and positions in Å:
C  -0.041  -1.063  -0.103
C  -1.432  -1.072  -0.371
C  -2.658  0.757  0.586
C  0.599  0.103  0.072
C  2.085  0.149  0.298
N  -2.234  -0.085  -0.213
O  0.025  1.279  -0.246
H  0.391  -1.961  0.042
H  -1.951  -1.897  -0.659
H  -2.803  1.799  0.536
H  2.652  -0.819  0.263
H  2.337  0.577  1.248
H  2.526  0.693  -0.489
H  0.504  1.538  -0.966

Entry x
Formula: C5H7NO
Source: the OMol25 dataset
Level of theory: ωB97M-V with the def2-TZVPD basis set

The spin multiplicity is 3. As for the HOMO-LUMO gap (alpha / beta): 6.6 / 7.0 eV. The calculation puts the molar mass at 97.117 g/mol.

Atoms and positions in Å:
C  0.394  -1.825  0.099
C  1.174  -0.770  0.539
C  -0.492  0.058  -0.380
C  2.521  -0.250  0.881
C  -2.452  1.354  -0.750
N  -0.741  -1.222  -0.513
O  -1.067  1.186  -0.419
H  0.678  -2.833  -0.068
H  2.575  0.443  0.163
H  3.396  -0.872  0.969
H  2.493  0.368  1.782
H  -2.848  0.584  -1.341
H  -2.649  2.407  -1.254
H  -2.982  1.373  0.291

Q: What are the energies relative to the best structure? A: entry w 0.0; entry x 194.3, in kJ/mol.